{"formula": "C3H6P2S3", "method": "ωB97M-V with the def2-TZVPD basis set", "homo_lumo_gap_ha": [0.244, 0.235], "fmax_ev_per_a": 3.17, "e_tot_ha": -1995.0959, "de_lowest_kcal_mol": 46.4, "charge": 0, "species": ["C", "C", "C", "P", "P", "S", "S", "S", "H", "H", "H", "H", "H", "H"], "xyz": [[1.21, -0.61, -0.17], [0.17, -1.05, 0.85], [0.94, 0.79, -0.58], [-0.79, 1.15, -1.53], [-2.28, -0.25, -0.72], [-1.26, -1.94, 0.14], [1.15, 1.97, 0.74], [-3.28, 0.69, 0.78], [2.15, -0.57, 0.30], [1.18, -1.25, -1.02], [0.39, -1.86, 1.62], [-0.35, -0.24, 1.49], [1.64, 1.07, -1.36], [-0.86, 2.10, -0.53]], "mulliken_charge": [-0.628, -0.638, -0.482, 0.070, 0.204, -0.110, -0.023, -0.240, 0.378, 0.372, 0.326, 0.317, 0.366, 0.087]}

{"formula": "C47H116F12N4O4P4", "method": "ωB97M-V with the def2-TZVPD basis set", "homo_lumo_gap_ha": 0.272, "fmax_ev_per_a": 2.85, "e_tot_ha": -4943.3242, "charge": 4, "species": ["C", "C", "C", "C", "P", "C", "C", "C", "C", "C", "C", "C", "C", "C", "C", "C", "C", "H", "H", "H", "H", "H", "H", "H", "H", "H", "H", "H", "H", "H", "H", "H", "H", "H", "H", "H", "H", "H", "H", "H", "H", "H", "H", "H", "H", "H", "H", "H", "H", "H", "H", "H", "H", "C", "C", "C", "C", "P", "C", "C", "C", "C", "C", "C", "C", "C", "C", "C", "C", "C", "H", "H", "H", "H", "H", "H", "H", "H", "H", "H", "H", "H", "H", "H", "H", "H", "H", "H", "H", "H", "H", "H", "H", "H", "H", "H", "H", "H", "H", "H", "H", "H", "H", "H", "H", "H", "C", "C", "C", "O", "C", "N", "H", "H", "H", "H", "H", "H", "H", "H", "H", "H", "H", "H", "C", "C", "C", "O", "C", "N", "H", "H", "H", "H", "H", "H", "H", "H", "H", "H", "H", "H", "C", "C", "C", "O", "C", "N", "H", "H", "H", "H", "H", "H", "H", "H", "H", "H", "H", "H", "C", "C", "O", "N", "H", "H", "C", "H", "H", "H", "H", "H", "H", "P", "F", "F", "F", "F", "F", "F", "P", "F", "F", "F", "F", "F", "F"], "xyz": [[1.80, -23.57, 8.48], [1.90, -22.25, 7.76], [1.61, -21.02, 8.65], [1.99, -19.77, 7.87], [2.14, -18.22, 8.75], [2.77, -17.08, 7.51], [4.21, -17.40, 6.94], [4.23, -18.12, 5.58], [3.70, -17.34, 4.40], [3.40, -18.21, 10.04], [3.30, -19.35, 11.09], [3.94, -18.91, 12.42], [5.46, -18.82, 12.35], [0.62, -17.35, 9.24], [0.74, -16.01, 10.03], [0.42, -14.77, 9.14], [-1.06, -14.59, 8.77], [2.75, -23.83, 8.97], [1.62, -24.43, 7.83], [1.06, -23.57, 9.28], [1.15, -22.22, 6.97], [2.87, -22.14, 7.26], [2.06, -21.16, 9.63], [0.55, -21.15, 8.93], [1.40, -19.65, 6.96], [3.02, -19.82, 7.50], [2.73, -16.07, 7.91], [2.15, -17.20, 6.62], [4.73, -18.11, 7.59], [4.73, -16.45, 6.84], [3.68, -19.06, 5.66], [5.24, -18.52, 5.43], [3.68, -17.95, 3.50], [4.33, -16.49, 4.10], [2.76, -16.81, 4.60], [3.70, -17.24, 10.46], [4.41, -18.30, 9.60], [3.85, -20.26, 10.84], [2.28, -19.68, 11.30], [3.62, -19.57, 13.22], [3.51, -17.96, 12.75], [5.85, -18.30, 11.47], [5.98, -19.78, 12.44], [5.80, -18.22, 13.19], [0.17, -18.11, 9.90], [-0.04, -17.24, 8.38], [1.75, -15.98, 10.45], [0.05, -16.01, 10.87], [1.01, -14.82, 8.23], [0.73, -13.92, 9.76], [-1.39, -15.50, 8.28], [-1.30, -13.63, 8.31], [-1.66, -14.44, 9.68], [-1.43, -7.14, 10.02], [-2.49, -6.17, 9.49], [-2.02, -4.75, 9.09], [-1.41, -3.92, 10.21], [-1.00, -2.14, 10.01], [-2.39, -1.12, 9.51], [-3.55, -1.20, 10.50], [-4.82, -0.32, 10.18], [-5.92, -0.71, 11.15], [-0.37, -1.67, 11.63], [1.00, -2.25, 11.98], [1.78, -1.64, 13.11], [1.07, -1.61, 14.49], [0.38, -2.11, 8.79], [-0.05, -2.13, 7.31], [1.01, -1.58, 6.34], [2.30, -2.42, 6.36], [-1.92, -8.09, 10.27], [-1.10, -6.91, 11.04], [-0.63, -7.34, 9.31], [-3.27, -6.02, 10.24], [-3.05, -6.68, 8.71], [-2.93, -4.36, 8.63], [-1.29, -4.83, 8.28], [-0.42, -4.34, 10.40], [-2.07, -3.94, 11.08], [-2.77, -1.55, 8.58], [-2.19, -0.05, 9.36], [-3.23, -1.04, 11.53], [-4.00, -2.21, 10.49], [-5.08, -0.34, 9.12], [-4.46, 0.66, 10.51], [-5.52, -0.79, 12.16], [-6.52, -1.57, 10.86], [-6.66, 0.10, 11.16], [-1.23, -1.90, 12.28], [-0.24, -0.58, 11.61], [1.57, -2.07, 11.07], [0.94, -3.34, 12.08], [2.19, -0.65, 12.89], [2.75, -2.15, 13.19], [1.17, -0.60, 14.87], [1.66, -2.15, 15.23], [0.09, -2.09, 14.43], [1.10, -2.90, 8.99], [1.11, -1.32, 9.03], [-0.91, -1.49, 7.13], [-0.38, -3.14, 7.05], [1.23, -0.52, 6.47], [0.60, -1.60, 5.32], [2.04, -3.47, 6.18], [2.71, -2.37, 7.36], [2.97, -2.13, 5.56], [-6.91, -12.52, 10.33], [-6.36, -12.70, 8.91], [-7.41, -12.79, 7.80], [-6.74, -12.81, 6.54], [-7.61, -12.90, 5.45], [-5.31, -11.65, 8.52], [-5.45, -10.70, 8.89], [-4.42, -11.97, 8.91], [-5.27, -11.57, 7.50], [-6.06, -12.52, 11.00], [-7.61, -13.34, 10.47], [-7.47, -11.60, 10.47], [-5.75, -13.59, 8.89], [-8.09, -11.94, 7.74], [-7.86, -13.77, 7.94], [-7.11, -12.83, 4.49], [-8.31, -12.06, 5.41], [-8.25, -13.79, 5.44], [-2.89, -8.45, 15.46], [-3.98, -9.01, 14.57], [-5.39, -8.98, 15.11], [-5.54, -7.92, 16.04], [-6.78, -8.00, 16.70], [-3.80, -8.45, 13.15], [-2.99, -8.88, 12.69], [-4.50, -8.87, 12.53], [-3.80, -7.43, 13.18], [-3.13, -7.41, 15.70], [-1.87, -8.55, 15.11], [-2.89, -9.11, 16.33], [-3.68, -10.04, 14.33], [-5.66, -9.91, 15.63], [-6.12, -8.83, 14.31], [-6.90, -8.95, 17.23], [-7.63, -8.10, 16.01], [-6.93, -7.17, 17.38], [4.98, -9.83, 10.35], [4.32, -10.68, 9.28], [2.97, -11.31, 9.73], [2.08, -10.26, 9.86], [0.75, -10.53, 10.28], [4.04, -9.87, 8.00], [3.51, -10.40, 7.30], [3.41, -9.15, 8.38], [4.83, -9.37, 7.59], [5.91, -9.46, 9.92], [5.27, -10.51, 11.15], [4.40, -9.02, 10.78], [4.95, -11.51, 8.94], [3.15, -11.89, 10.64], [2.62, -12.05, 8.99], [0.63, -10.68, 11.35], [0.28, -11.45, 9.91], [0.15, -9.73, 9.85], [-3.16, -16.08, 11.19], [-2.89, -17.56, 11.02], [-1.93, -18.18, 11.29], [-3.88, -18.26, 10.11], [-4.84, -17.92, 10.27], [-3.74, -18.13, 9.10], [-3.95, -19.77, 10.28], [-3.93, -16.10, 11.97], [-3.57, -15.69, 10.26], [-2.33, -15.45, 11.49], [-4.26, -19.91, 11.32], [-3.04, -20.32, 10.11], [-4.75, -20.15, 9.65], [-2.71, -11.79, 11.47], [-2.81, -12.25, 13.04], [-1.37, -12.71, 11.41], [-3.58, -13.12, 11.02], [-2.71, -11.28, 9.92], [-4.07, -10.98, 11.72], [-1.78, -10.52, 11.84], [-6.57, -8.53, 10.59], [-8.07, -7.98, 10.84], [-6.84, -9.64, 11.72], [-7.02, -9.56, 9.42], [-4.97, -8.99, 10.33], [-6.29, -7.43, 9.41], [-6.01, -7.48, 11.67]], "mulliken_charge": [-1.382, -0.406, -0.695, -0.924, 0.574, -0.732, -0.595, -0.477, -1.282, -1.385, -0.844, -0.811, -1.198, -0.844, -0.889, 0.137, -0.654, 0.335, 0.392, 0.328, 0.322, 0.396, 0.359, 0.257, 0.671, 0.361, 0.150, 0.466, 0.120, 0.458, 0.071, 0.597, 0.396, 0.325, 0.307, 1.104, 0.633, 0.420, 0.537, 0.416, 0.358, 0.314, 0.348, 0.374, 0.257, 0.638, 0.451, 0.582, 0.252, -0.009, 0.428, 0.425, -0.499, -0.666, -0.814, -0.694, -0.930, 0.908, -0.699, -1.020, -0.376, -1.314, -0.825, -0.686, -0.764, -1.160, -1.362, -0.557, -0.837, -1.103, -0.058, 0.329, 0.400, 0.247, 0.542, 0.352, 0.156, 0.524, 0.564, 0.617, 0.533, 0.400, 0.257, 0.382, 0.315, 0.342, 0.338, 0.398, 0.659, 0.398, 0.189, 0.263, 0.476, 0.445, 0.253, 0.336, 0.360, 0.824, 0.855, 0.256, 0.173, 0.377, 0.422, 0.274, 0.286, 0.388, -1.231, 0.694, -0.942, -0.375, -0.784, 0.219, -0.045, -0.014, 0.489, 0.207, 0.526, 0.201, 0.146, 0.473, 0.391, 0.273, 0.334, 0.309, -1.522, 0.458, -0.409, -0.349, -0.767, 0.484, -0.003, -0.397, 0.423, 0.374, 0.424, 0.416, 0.076, 0.528, 0.301, 0.317, 0.312, 0.280, -1.268, -0.054, -0.510, -0.314, -0.397, -0.239, 0.341, 0.355, 0.356, 0.442, 0.386, 0.283, 0.379, 0.428, 0.319, 0.422, -0.072, 0.088, -0.848, 0.512, -0.394, -0.207, 0.413, 0.389, -0.848, 0.587, 0.289, 0.053, 0.393, 0.279, 0.394, 1.784, -0.502, -0.316, -0.499, -0.555, -0.224, -0.489, 1.370, -0.347, -0.338, -0.407, -0.354, -0.383, -0.417]}

{"formula": "C18H32NO5P2SW", "method": "ωB97M-V with the def2-TZVPD basis set", "homo_lumo_gap_ha": [0.230, 0.251], "fmax_ev_per_a": 3.72, "multiplicity": 3, "e_tot_ha": -2283.7195, "s2": 2.015, "charge": 1, "species": ["C", "C", "N", "C", "C", "C", "C", "P", "W", "P", "C", "C", "C", "C", "C", "C", "C", "O", "O", "H", "H", "H", "C", "C", "H", "H", "H", "H", "C", "C", "H", "H", "H", "H", "H", "H", "H", "H", "H", "H", "H", "H", "H", "H", "H", "H", "H", "H", "H", "H", "H", "H", "C", "S", "O", "O", "O", "H", "H", "H"], "xyz": [[-0.83, -3.97, -1.28], [-0.18, -2.83, -0.83], [-0.89, -1.74, -0.48], [-2.24, -1.81, -0.36], [-2.92, -2.95, -0.76], [-2.21, -4.04, -1.25], [1.32, -2.77, -0.76], [2.02, -1.17, -0.19], [0.08, 0.14, -0.18], [-2.12, 0.98, -0.09], [-2.92, -0.62, 0.27], [1.02, 1.97, 0.41], [1.70, 2.00, 1.64], [2.32, 3.19, 2.03], [2.23, 4.33, 1.22], [1.54, 4.29, 0.01], [0.93, 3.11, -0.42], [1.86, -1.11, -6.32], [-1.45, 0.45, -4.03], [-0.21, -4.80, -1.63], [-4.01, -2.95, -0.68], [-2.73, -4.93, -1.60], [2.88, -1.50, 1.34], [3.24, -0.71, -1.45], [-3.95, -0.54, -0.11], [-2.95, -0.74, 1.36], [1.74, -2.98, -1.68], [1.69, -3.52, -0.04], [-2.44, 2.04, 1.32], [-2.92, 1.63, -1.56], [1.72, 1.10, 2.26], [2.88, 3.22, 2.97], [2.71, 5.26, 1.55], [1.46, 5.19, -0.60], [0.39, 3.03, -1.37], [0.29, 0.49, -1.96], [-0.97, -0.39, -3.99], [2.62, -1.61, -6.15], [1.12, -1.69, -6.05], [-2.09, 0.36, -4.83], [3.32, -2.50, 1.30], [3.66, -0.74, 1.46], [2.21, -1.43, 2.22], [4.07, -1.42, -1.44], [2.76, -0.69, -2.44], [3.61, 0.30, -1.22], [-3.98, 1.35, -1.54], [-2.83, 2.72, -1.54], [-2.43, 1.23, -2.48], [-3.49, 2.35, 1.32], [-2.19, 1.49, 2.24], [-1.79, 2.93, 1.25], [-0.46, 0.90, 4.84], [-0.20, -0.65, 3.98], [1.26, -0.75, 3.84], [-0.83, -1.70, 4.78], [-0.88, -0.42, 2.68], [0.10, 0.86, 5.78], [-1.53, 1.02, 5.03], [-0.08, 1.72, 4.22]], "mulliken_charge": [-0.721, 0.661, 0.087, 0.778, -0.703, -0.536, -1.647, 1.210, 0.042, 0.892, -1.618, 0.670, -0.035, -0.969, -0.420, -0.628, -0.365, -0.607, -0.645, 0.528, 0.511, 0.446, -1.249, -1.455, 0.582, 0.408, 0.647, 0.512, -1.155, -0.899, 0.565, 0.428, 0.393, 0.391, 0.414, -0.180, 0.281, 0.305, 0.304, 0.293, 0.561, 0.401, 0.218, 0.427, 0.408, 0.379, 0.503, 0.416, 0.076, 0.444, 0.184, 0.352, -0.955, 1.172, -0.782, -0.685, -0.554, 0.370, 0.320, 0.230]}

{"formula": "C5H7BClNO2", "method": "ωB97M-V with the def2-TZVPD basis set", "homo_lumo_gap_ha": [0.262, 0.262], "fmax_ev_per_a": 2.12, "e_tot_ha": -884.9958, "de_lowest_kcal_mol": 33.1, "charge": 0, "species": ["B", "C", "C", "C", "C", "C", "N", "O", "O", "Cl", "H", "H", "H", "H", "H", "H", "H"], "xyz": [[-1.34, 1.16, 0.02], [1.07, -0.92, -1.04], [0.66, -1.53, 0.07], [0.62, 0.36, -1.58], [-0.39, -1.10, 1.07], [-1.54, -0.42, 0.43], [-0.33, 1.11, -1.26], [-2.56, 1.74, -0.38], [-0.55, 1.82, 1.03], [-2.65, -1.38, -0.33], [1.86, -1.38, -1.61], [1.14, -2.46, 0.35], [1.24, 0.72, -2.41], [-0.73, -1.98, 1.62], [0.07, -0.38, 1.75], [-2.47, 2.66, -0.62], [-0.73, 2.75, 1.07]], "mulliken_charge": [0.796, -0.279, -0.332, 0.010, -0.636, 0.257, -0.583, -0.684, -0.744, -0.045, 0.309, 0.381, 0.343, 0.421, 0.268, 0.261, 0.259]}